{"formula": "C12H18N6", "method": "wB97M-V/def2-TZVPD", "species": ["C", "C", "N", "H", "H", "H", "C", "C", "N", "H", "H", "H", "C", "C", "N", "H", "H", "H", "C", "C", "N", "H", "H", "H", "C", "C", "N", "H", "H", "H", "C", "C", "N", "H", "H", "H"], "xyz": [[2.3942, -4.6931, -0.3521], [2.2800, -3.2919, 0.0379], [2.2241, -2.1824, 0.3133], [3.3477, -4.8579, -0.8520], [1.6442, -4.9543, -1.0978], [2.2865, -5.2868, 0.5531], [3.6093, -0.7166, -2.6897], [2.6993, -1.7912, -3.1207], [1.9652, -2.6135, -3.4390], [3.0961, 0.2307, -2.5737], [4.3563, -0.6595, -3.4830], [4.0824, -1.0727, -1.7765], [-0.2737, -0.5866, -0.7740], [0.1753, 0.3170, 0.2807], [0.4636, 1.0588, 1.1042], [0.5189, -0.6952, -1.5096], [-1.1639, -0.1487, -1.2254], [-0.5385, -1.5582, -0.3648], [-2.6117, -3.1319, 2.2457], [-3.1559, -1.7489, 2.3004], [-3.5855, -0.6856, 2.3342], [-3.3979, -3.7046, 1.7585], [-2.6163, -3.3792, 3.3100], [-1.6350, -3.2045, 1.7890], [-3.6444, 3.7282, 0.0955], [-2.5222, 3.1685, -0.6513], [-1.6487, 2.7291, -1.2428], [-4.4808, 3.0342, 0.0267], [-3.8971, 4.7255, -0.2550], [-3.4086, 3.8160, 1.1568], [0.5944, 4.2416, 1.0912], [0.4674, 5.5484, 1.7685], [0.3785, 6.5739, 2.2682], [-0.3134, 3.7116, 1.3594], [1.4416, 3.7440, 1.5670], [0.8688, 4.3360, 0.0470]], "lowdin_charge": [-0.064, -0.271, 0.164, 0.085, 0.082, 0.081, -0.060, -0.301, 0.130, 0.083, 0.081, 0.073, -0.085, -0.303, 0.146, 0.050, 0.069, 0.061, -0.056, -0.288, 0.119, 0.079, 0.082, 0.067, -0.061, -0.274, 0.146, 0.084, 0.083, 0.084, -0.099, -0.291, 0.108, 0.048, 0.070, 0.077], "energy_ev": -21674.460, "relative_energy_ev": 0.396, "homo_lumo_gap_ev": 11.41, "smiles": "CC#N.CC#N.CC#N.CC#N.CC#N.CC#N", "e_homo_ev": -11.12}